--- w ---
ORCA calculation (ωB97M-V/def2-TZVPD) on a single C6H9NO2 molecule.

Last column: Löwdin charge in e.
Element x y z (Å)
O: 2.13683 1.08089 1.09235  -0.01
O: -0.52787 1.78132 1.39073  0.06
N: -2.01984 0.78378 0.01910  0.18
C: 1.61469 -0.10466 0.56716  -0.14
C: 0.58933 0.45044 -2.03651  0.06
C: 0.70446 -0.03277 -0.82092  -0.15
C: -0.79559 0.85868 0.62886  -0.46
C: 0.11593 -0.37217 0.43294  -0.38
C: -0.38150 -1.77317 0.66690  -0.01
H: -1.20828 -2.01286 -0.00703  0.08
H: -2.68604 1.50631 0.25234  0.11
H: -2.20748 0.11972 -0.71499  0.10
H: 0.39112 -2.52018 0.46085  0.09
H: -0.69329 -1.87900 1.71015  0.10
H: 1.42324 0.42519 -2.73250  0.06
H: 1.70290 1.86090 0.68797  0.11
H: -0.35859 0.80585 -2.43412  0.06
H: 2.19995 -0.97827 0.83674  0.14

Values from the calculation:
SMILES: C=C1[C@@H](O)[C@@]1(C)C(N)=O
lowest unoccupied orbital energy: 0.73 eV
multiplicity: 1



--- x ---
ORCA calculation (ωB97M-V/def2-TZVPD) on a single C6H9NO2 molecule.

Last column: Löwdin charge in e.
Element x y z (Å)
O: -2.06733 -1.64613 0.19615  0.16
O: -1.62582 1.52700 -0.69146  0.01
N: 2.36108 -0.04039 -0.16054  -0.06
C: 0.23687 0.48247 0.62369  -0.24
C: 0.19610 -0.58184 -0.41142  -0.20
C: 1.54310 1.14280 0.25264  -0.15
C: -1.26927 0.71138 0.42143  -0.24
C: -1.30664 -0.76697 0.00594  -0.27
C: 1.53340 -1.25427 -0.29208  -0.17
H: -1.81116 0.98798 1.35411  0.16
H: 2.10296 1.67144 1.03483  0.11
H: 1.63874 -1.82286 0.62025  0.11
H: 1.41554 1.82506 -0.62366  0.12
H: -1.44059 2.41839 -0.38332  0.10
H: 0.39050 -0.01983 1.59598  0.17
H: 0.20885 -0.10550 -1.41486  0.17
H: 1.79241 -1.86330 -1.16556  0.12
H: 3.11906 -0.25707 0.46730  0.09

Values from the calculation:
SMILES: O=C1[C@H](O)[C@@H]2CNC[C@@H]12
lowest unoccupied orbital energy: 0.56 eV
multiplicity: 1



--- y ---
ORCA calculation (ωB97M-V/def2-TZVPD) on a single C6H9NO2 molecule.

Last column: Löwdin charge in e.
Element x y z (Å)
O: -3.18100 0.66882 -0.47568  0.17
O: -3.11548 -1.24892 0.59812  0.11
N: -0.40931 -1.48127 -0.12826  0.11
C: -1.04044 -0.30438 -0.00313  -0.14
C: 1.14851 0.79058 0.59837  -0.27
C: -0.29855 1.02665 0.28023  -0.14
C: 1.75517 -0.20490 -0.30299  -0.28
C: -2.54364 -0.32159 0.03011  -0.52
C: 1.00895 -1.50257 -0.14593  -0.28
H: -2.59919 1.32271 -0.90090  0.13
H: 1.56927 1.99327 0.35871  0.19
H: 1.34355 -1.93061 0.84186  0.13
H: 2.79543 -0.14389 0.13984  0.11
H: 1.89792 0.31998 -1.51400  0.19
H: 1.24974 0.33652 1.65717  0.15
H: -0.27369 1.46114 -0.88971  0.19
H: -0.71142 1.48756 0.92422  0.00
H: 1.40420 -2.26911 -1.06802  0.17

Values from the calculation:
SMILES: O=C(O)C1=NCCCC1
lowest unoccupied orbital energy: 0.28 eV
multiplicity: 1



Computed relative energies in units of kJ/mol: w 4.8; x 0.0; y 137.7